(1)
ORCA calculation (ωB97M-V with the def2-TZVPD basis set) on 2 unconnected molecules or ions with the total composition C30H30Cl2N3S.

The gap between HOMO and LUMO comes out at 4.475 eV. As for the LUMO energy: -5.6 eV. The charge is +1. The largest force on an atom is 2.15 eV/A. The calculation puts the energy relative to the best compared isomer or geometry (same formula, charge and spin) at 0.0 kJ/mol. As for the total energy: -2643.70760 Ha. As for the HOMO energy: -10.09 eV.

Last column: natural (NBO) charge in e.
Geometry (Å):
Cl -4.8685 0.8455 -4.5703  0.098
C -3.4087 0.4457 -3.7757  0.034
C -3.1814 -0.8787 -3.3637  -0.253
C -1.9780 -1.2124 -2.7631  -0.092
C -0.9170 -0.2619 -2.6461  -0.194
C 0.3875 -0.7594 -2.3643  0.138
C 1.6133 -0.2816 -2.9346  -0.198
C 2.5392 -1.2548 -3.4072  -0.029
C 3.6763 -0.8941 -4.1118  -0.263
C 3.9730 0.4654 -4.3046  0.020
Cl 5.3918 0.9059 -5.1514  0.095
C 3.1013 1.4510 -3.8145  -0.226
C 1.9738 1.0839 -3.0838  -0.123
C -1.2464 1.0982 -2.9009  -0.058
C -2.4423 1.4349 -3.5294  -0.258
H -3.9483 -1.6321 -3.5279  0.252
H -1.7908 -2.2401 -2.4441  0.230
H 0.4147 -1.7887 -2.0042  0.232
H 2.3153 -2.3096 -3.2395  0.227
H 4.3479 -1.6459 -4.5127  0.251
H 3.3188 2.4978 -4.0094  0.248
H 1.3526 1.8452 -2.6176  0.218
H -0.5364 1.8710 -2.6237  0.211
H -2.6340 2.4575 -3.8466  0.250
C -2.0030 -1.5874 2.7653  -0.624
C -1.9136 -0.2584 2.0214  0.267
C -2.5440 -0.4039 0.6394  -0.613
N -2.6767 0.7813 2.7993  -0.461
C -1.8489 1.5938 3.3616  0.124
S -2.3011 2.9654 4.3135  0.320
C -3.9628 3.0822 3.4339  -0.586
C -4.7011 4.2779 3.9097  0.246
N -5.2427 5.2208 4.3275  -0.270
C -0.3704 1.2860 3.0876  0.077
C 0.4024 2.5048 2.5925  -0.626
C 0.2618 0.7376 4.3654  -0.623
N -0.5427 0.2843 2.0284  -0.427
C 0.4861 -0.0608 1.2044  0.111
C 0.6112 -1.2605 0.5651  -0.343
C 1.9046 -1.8701 0.3019  -0.081
C 2.0963 -3.2719 0.3786  -0.223
C 3.3774 -3.8136 0.2872  -0.195
C 4.4795 -2.9942 -0.0153  -0.225
C 4.2901 -1.6124 -0.1601  -0.219
C 3.0312 -1.0539 0.0421  -0.176
H -3.0449 -1.9304 2.7417  0.231
H -1.3614 -2.3359 2.2843  0.217
H -1.7063 -1.4585 3.8141  0.222
H -3.6255 -0.5540 0.7624  0.243
H -2.3838 0.4998 0.0395  0.215
H -2.1370 -1.2655 0.1035  0.203
H -3.7665 3.1697 2.3563  0.261
H -4.5017 2.1520 3.6585  0.284
H 0.2685 3.3332 3.2978  0.244
H 1.4709 2.2742 2.5318  0.217
H 0.0271 2.8078 1.6089  0.218
H 0.3579 1.5623 5.0852  0.229
H -0.3873 -0.0197 4.8237  0.224
H 1.2579 0.3190 4.1657  0.228
H 1.2956 0.6752 1.1856  0.211
H -0.2808 -1.8737 0.4461  0.206
H 1.2228 -3.9083 0.5461  0.214
H 3.5090 -4.8870 0.4449  0.227
H 5.4805 -3.4179 -0.1339  0.228
H 5.1253 -0.9578 -0.4298  0.222
H 2.8923 0.0261 -0.0346  0.192

---

(2)
ORCA calculation (ωB97M-V with the def2-TZVPD basis set) on a molecular structure, C30H30CoN6O2S3Si.

The gap between HOMO and LUMO (alpha / beta) comes out at 7.202 / 7.193 eV. As for the LUMO energy (alpha / beta): -3.3 / -3.3 eV. The charge is +1. The largest force on an atom is 0.56 eV/A. The calculation puts the energy relative to the best compared isomer or geometry (same formula, charge and spin) at 47.0 kJ/mol. As for the total energy: -4506.92395 Ha. As for the HOMO energy (alpha / beta): -10.48 / -10.49 eV.

Last column: Löwdin charge in e.
Geometry (Å):
Co 0.1099 -0.0566 0.3089  0.431
C -3.2117 -3.5043 6.5503  -0.038
C -2.6276 -3.3544 5.1744  -0.268
C -3.4241 -3.4918 4.0376  -0.026
C -2.8791 -3.4008 2.7662  -0.049
C -1.5246 -3.1366 2.6199  -0.286
C -0.7100 -3.0102 3.7368  -0.070
C -1.2631 -3.1216 5.0020  -0.040
S -0.7907 -2.9507 1.0163  0.618
O -1.2943 -4.0130 0.1922  -0.272
O 0.6263 -2.8224 1.2553  -0.316
N -1.2045 -1.4922 0.4299  -0.188
C -2.3151 -1.3003 -0.3913  -0.244
C -3.3802 -2.1397 -0.6384  -0.006
C -4.4562 -1.7201 -1.4460  -0.048
C -4.5033 -0.4709 -1.9960  -0.029
C -3.4283 0.4165 -1.7715  -0.144
C -3.4014 1.7409 -2.2574  0.020
C -2.3458 2.5535 -1.9520  -0.022
C -1.2800 2.0324 -1.2044  -0.093
N -1.2470 0.7879 -0.7758  0.050
C -2.3308 -0.0188 -1.0044  -0.134
H -4.2932 -3.3769 6.5393  0.081
H -2.7850 -2.7796 7.2440  0.083
H -2.9975 -4.4992 6.9458  0.093
H -4.4821 -3.6953 4.1502  0.120
H -3.5111 -3.5459 1.9003  0.106
H 0.3488 -2.8297 3.6057  0.117
H -0.6229 -3.0341 5.8723  0.122
H -3.3914 -3.1447 -0.2457  0.093
H -5.2666 -2.4170 -1.6166  0.116
H -5.3446 -0.1473 -2.5942  0.118
H -4.2324 2.1044 -2.8494  0.129
H -2.3056 3.5826 -2.2786  0.116
H -0.4393 2.6629 -0.9530  0.100
N 1.6969 2.2626 -1.8077  0.100
C 2.0599 2.1764 -0.5086  -0.694
N 1.4498 1.4269 0.3888  0.005
C 1.9415 1.7081 1.6695  -0.315
C 2.9602 2.5846 1.7144  -0.315
S 3.3257 3.1550 0.1282  1.117
C 1.1917 1.1168 2.7710  -0.320
C 1.3902 1.1890 4.1023  -0.313
S 0.0244 0.5215 4.9295  1.095
C -0.7321 0.1976 3.4086  -0.661
N 0.0195 0.4956 2.3754  0.051
N -2.0065 -0.2234 3.2933  0.146
H 1.1498 1.4932 -2.1654  0.070
H 2.3524 2.6595 -2.4608  0.118
H 3.4762 2.9674 2.5785  0.091
H 2.2188 1.6106 4.6458  0.084
H -2.4336 -0.7100 4.0665  0.096
H -2.2594 -0.5578 2.3734  0.089
C 0.6324 -2.5999 -2.1222  -0.177
Si 1.5895 -1.3089 -1.1768  0.692
C 2.5763 -0.4301 -2.5299  -0.201
C 2.9383 -1.8604 0.0013  -0.291
C 3.1841 -3.2185 0.2230  -0.100
C 4.2498 -3.6301 1.0056  -0.066
C 5.0794 -2.6901 1.6049  -0.074
C 4.8559 -1.3382 1.3921  -0.076
C 3.8015 -0.9325 0.5859  -0.103
H 1.3400 -3.1621 -2.7400  0.050
H -0.0531 -2.0876 -2.8040  0.043
H 0.0600 -3.3094 -1.5337  0.006
H 3.2248 -1.2397 -2.8850  0.053
H 3.2391 0.3631 -2.1913  0.020
H 1.9987 -0.0949 -3.3959  0.038
H 2.5272 -3.9630 -0.2100  0.108
H 4.4301 -4.6865 1.1571  0.109
H 5.9039 -3.0137 2.2270  0.106
H 5.5103 -0.6006 1.8399  0.104
H 3.6781 0.1286 0.3933  0.071

---

(3)
ORCA calculation (ωB97M-V with the def2-TZVPD basis set) on a molecular structure, C30H30F2N4OSeTi.

The gap between HOMO and LUMO (alpha / beta) comes out at 5.525 / 7.763 eV. As for the LUMO energy (alpha / beta): 0.2 / 0.1 eV. The largest force on an atom is 2.70 eV/A. As for the expectation value of S²: 2.04. The spin multiplicity is 3. As for the total energy: -4906.10817 Ha. As for the HOMO energy (alpha / beta): -5.34 / -7.71 eV.

Last column: natural (NBO) charge in e.
Geometry (Å):
Ti -0.3477 0.7279 0.1802  1.568
C 2.5467 -3.8094 -0.9657  -0.604
C 1.4224 -3.2718 -1.8478  -0.249
C 1.0415 -4.3807 -2.8357  -0.591
C 0.2070 -2.8078 -1.0708  -0.020
C -0.9709 -2.5158 -1.7587  -0.192
C -2.1500 -2.2559 -1.0864  -0.170
C -2.1919 -2.2354 0.3078  -0.034
C -3.5119 -2.1491 1.0188  -0.634
C -0.9961 -2.4063 0.9960  -0.239
C 0.1815 -2.7049 0.3165  -0.174
H 3.3821 -4.1147 -1.5921  0.213
H 2.2088 -4.6821 -0.4094  0.203
H 2.9117 -3.0632 -0.2686  0.207
H 1.8042 -2.4183 -2.4222  0.214
H 0.5915 -5.2163 -2.3030  0.205
H 1.9349 -4.7415 -3.3401  0.205
H 0.3479 -4.0342 -3.5948  0.207
H -0.9811 -2.5157 -2.8387  0.212
H -3.0573 -2.0752 -1.6490  0.219
H -3.3853 -1.9018 2.0711  0.213
H -4.0121 -3.1183 0.9528  0.224
H -4.1626 -1.4108 0.5527  0.225
H -0.9972 -2.3947 2.0815  0.212
H 1.0620 -2.9344 0.8986  0.207
C 2.0994 -0.5413 3.7322  -0.695
C 1.3117 0.3770 2.8272  0.719
O 0.5656 -0.0665 1.9498  -0.660
N 1.4598 1.6955 3.0626  -0.583
C 0.7039 2.7037 2.3214  -0.259
C -0.7813 2.4584 2.4775  0.119
C -1.5392 3.0569 3.4611  -0.210
C -2.9057 2.7959 3.5507  -0.247
C -3.4637 1.8957 2.6300  -0.227
C -2.6572 1.3180 1.6878  -0.007
N -1.3313 1.5810 1.5829  -0.654
H 2.9835 -0.9103 3.2130  0.246
H 1.4783 -1.3951 3.9970  0.248
H 2.4198 -0.0334 4.6368  0.219
H 2.1519 2.0044 3.7288  0.409
H 0.9612 2.6286 1.2424  0.241
H 0.9822 3.6833 2.7166  0.225
H -1.0788 3.7466 4.1535  0.213
H -3.5187 3.2785 4.2941  0.216
H -4.5153 1.6536 2.6551  0.226
H -3.0650 0.6322 0.9526  0.224
F 4.6157 -1.3301 -0.9909  -0.342
C 3.5531 -0.5429 -1.2970  0.492
C 2.6115 -0.2625 -0.3226  -0.343
C 1.5378 0.5749 -0.5947  -0.390
C 1.4848 1.2068 -1.8739  -0.204
C 2.3998 0.8064 -2.8596  0.449
F 2.2983 1.2535 -4.1376  -0.331
C 3.4310 -0.0709 -2.5935  -0.401
C 0.5277 2.2959 -1.9640  0.214
C 0.4223 3.2145 -3.0087  -0.229
C -0.4833 4.2541 -2.9347  -0.154
C -1.2481 4.3968 -1.7698  -0.251
C -1.0984 3.4755 -0.7657  0.050
N -0.2551 2.4276 -0.8370  -0.557
H 2.7287 -0.7089 0.6584  0.207
H 4.1247 -0.3776 -3.3613  0.244
H 1.0437 3.1131 -3.8824  0.238
H -0.6046 4.9418 -3.7542  0.220
H -1.9453 5.2118 -1.6557  0.226
H -1.6796 3.5723 0.1467  0.215
Se -4.2916 1.3210 -1.7529  -0.122
C -2.6947 0.7595 -1.4704  0.137
N -1.6178 0.3350 -1.2445  -0.761